(1)
{
  "formula": "C3H3NO3",
  "method": "ωB97M-V with the def2-TZVPD basis set",
  "e_above_lowest_ev": 6.131,
  "multiplicity": 1,
  "gap_ev": [8.558, 8.558],
  "e_tot_ev": -10786.56948,
  "homo_ev": [-8.85, -8.85],
  "elements": ["N", "C", "C", "C", "O", "O", "O", "H", "H", "H"],
  "coordinates": [[0.806, 1.320, -0.685], [-1.461, 0.091, 0.360], [-0.360, -0.657, 0.073], [0.824, 0.111, -0.028], [-0.011, 1.672, 0.522], [-0.387, -2.039, 0.113], [-2.527, 0.408, 0.673], [-0.339, -2.383, -0.788], [1.695, 1.808, -0.559], [1.761, -0.331, 0.320]],
  "atomic_forces_ev_per_a": [[-0.1, -0.1, 0.3], [-0.5, 0.1, 0.2], [0.1, -0.1, -0.1], [-0.3, 0.6, 0.1], [0.4, -0.6, -0.4], [0.0, 0.1, -0.1], [0.7, -0.1, -0.2], [0.0, 0.0, 0.1], [-0.1, -0.1, 0.0], [0.0, 0.0, 0.0]]
}



(2)
{
  "formula": "C3H3NO3S",
  "method": "ωB97M-V with the def2-TZVPD basis set",
  "e_above_lowest_ev": 7.580,
  "multiplicity": 1,
  "gap_ev": 7.204,
  "e_tot_ev": -21620.30849,
  "homo_ev": -9.34,
  "elements": ["C", "C", "C", "H", "H", "H", "N", "O", "O", "O", "S"],
  "coordinates": [[1.844, -0.651, 0.783], [-1.084, 0.744, -0.330], [-1.732, -0.651, -0.521], [1.288, -0.490, 1.757], [0.566, 1.888, -0.163], [-3.200, -0.509, -0.600], [0.281, 0.964, 0.069], [1.346, 0.095, -0.260], [-1.825, 1.782, -0.433], [-0.670, -1.671, -0.723], [3.186, -1.502, 0.421]],
  "atomic_forces_ev_per_a": [[0.5, 0.4, -0.4], [-1.7, 3.4, 0.2], [5.0, -4.3, -1.4], [0.7, -0.4, -1.2], [0.2, 0.8, -0.1], [4.8, -1.0, 0.2], [-1.9, -1.6, -0.1], [-0.6, 0.0, 0.4], [2.7, -4.1, 0.3], [-8.5, 6.4, 1.4], [-1.2, 0.4, 0.9]]
}



(3)
{
  "formula": "C3H3NO3S",
  "method": "ωB97M-V with the def2-TZVPD basis set",
  "e_above_lowest_ev": 3.962,
  "multiplicity": 1,
  "smiles": "O=c1cc(S)on1O",
  "gap_ev": 9.801,
  "e_tot_ev": -21623.92574,
  "homo_ev": -9.40,
  "elements": ["C", "C", "C", "H", "H", "H", "N", "O", "O", "O", "S"],
  "coordinates": [[0.206, 0.732, -0.434], [0.642, -0.432, -0.980], [0.055, -1.493, -0.204], [-0.162, 2.979, 0.027], [1.235, -0.646, -1.817], [-1.270, -1.287, 2.490], [-0.886, -0.833, 0.788], [0.223, -2.676, -0.233], [-0.451, -1.112, 2.083], [-0.616, 0.586, 0.597], [0.484, 2.347, -1.006]],
  "atomic_forces_ev_per_a": [[0.3, -0.6, -0.9], [-1.1, 0.3, 1.1], [0.1, 0.2, 0.4], [0.4, -0.5, -0.5], [0.8, 0.2, -0.8], [-1.5, -0.4, 1.3], [1.2, 0.1, -0.6], [-0.4, 0.0, 0.2], [1.1, 0.2, -1.4], [-0.6, 0.1, 0.7], [-0.3, 0.4, 0.6]]
}



(4)
{
  "formula": "C3H3NO4",
  "method": "ωB97M-V with the def2-TZVPD basis set",
  "e_above_lowest_ev": 7.630,
  "multiplicity": 1,
  "smiles": "Cn1oc(=O)c(=O)o1",
  "gap_ev": 9.616,
  "e_tot_ev": -12832.69346,
  "homo_ev": -11.18,
  "elements": ["C", "C", "C", "H", "H", "H", "N", "O", "O", "O", "O"],
  "coordinates": [[1.034, -1.832, 1.532], [-0.221, 0.012, -1.056], [-0.406, 1.165, -0.086], [0.061, -2.108, 1.773], [1.634, -1.695, 2.533], [1.617, -2.552, 0.705], [0.896, -0.325, 0.708], [0.168, -1.110, -0.440], [-0.939, -0.243, -2.072], [-0.504, 2.442, -0.319], [-0.229, 0.481, 1.293]],
  "atomic_forces_ev_per_a": [[4.3, 1.9, -0.7], [-6.2, -4.0, -4.5], [0.7, 7.3, 0.8], [-1.7, -0.6, 0.0], [-0.9, -0.1, -2.2], [-1.7, 2.2, 2.5], [-0.6, -5.0, 2.3], [2.0, 3.6, 1.5], [3.0, 2.9, 2.8], [0.2, -8.6, 1.8], [1.0, 0.4, -4.3]]
}



(5)
{
  "formula": "C3H3NOS",
  "method": "ωB97M-V with the def2-TZVPD basis set",
  "e_above_lowest_ev": 1.475,
  "multiplicity": 1,
  "smiles": "C=C=O.N=C=S",
  "gap_ev": 9.911,
  "e_tot_ev": -17530.46544,
  "homo_ev": -9.30,
  "elements": ["C", "C", "C", "N", "O", "S", "H", "H", "H"],
  "coordinates": [[-1.318, -1.709, 0.784], [-0.986, -0.519, 0.466], [-2.143, 0.849, -2.207], [-3.139, 1.289, -1.748], [-0.758, 0.583, 0.253], [-0.757, 0.378, -2.745], [-2.306, -2.005, 0.718], [-0.571, -2.246, 1.155], [-3.637, 1.143, -0.918]],
  "atomic_forces_ev_per_a": [[-1.2, 0.8, -0.8], [-0.3, 1.3, 0.1], [1.0, -0.2, 0.1], [-0.6, 0.5, -0.8], [0.6, 1.2, -0.1], [0.1, -0.2, -0.8], [-1.7, -0.7, -0.1], [2.7, -2.7, 1.5], [-0.7, -0.1, 1.0]]
}



(6)
{
  "formula": "C3H3NOS",
  "method": "ωB97M-V with the def2-TZVPD basis set",
  "e_above_lowest_ev": 0.321,
  "multiplicity": 1,
  "smiles": "N#CCSC=O",
  "gap_ev": 11.095,
  "e_tot_ev": -17531.61985,
  "homo_ev": -10.54,
  "elements": ["C", "C", "C", "H", "H", "H", "N", "O", "S"],
  "coordinates": [[-1.758, -0.445, -0.199], [0.876, -0.180, 0.229], [1.526, 1.118, 0.061], [-2.823, -0.418, 0.057], [0.624, -0.643, -0.739], [1.536, -0.796, 0.821], [2.100, 2.119, -0.014], [-1.385, -0.826, -1.293], [-0.696, 0.071, 1.077]],
  "atomic_forces_ev_per_a": [[0.2, -0.6, -1.6], [-0.1, 0.6, -0.3], [0.8, 0.7, -0.2], [0.0, 0.1, 0.2], [0.2, 0.1, 0.3], [0.0, -0.4, 0.1], [-0.6, -0.8, 0.0], [-0.4, 0.3, 0.9], [-0.1, 0.0, 0.6]]
}



(7)
{
  "formula": "C3H3NOS",
  "method": "ωB97M-V with the def2-TZVPD basis set",
  "e_above_lowest_ev": 3.575,
  "multiplicity": 1,
  "gap_ev": 8.924,
  "e_tot_ev": -17528.36547,
  "homo_ev": -9.33,
  "elements": ["C", "C", "C", "N", "O", "S", "H", "H", "H"],
  "coordinates": [[0.445, -0.557, -0.296], [3.226, 0.297, 0.123], [0.245, -1.829, -1.043], [3.419, -0.802, 0.559], [2.948, 1.338, -0.329], [-0.199, -1.683, 0.746], [-0.413, -1.893, -1.777], [1.208, -2.439, -1.286], [3.230, -1.789, 0.531]],
  "atomic_forces_ev_per_a": [[0.2, 0.5, -0.6], [-1.3, -1.1, -0.7], [5.0, -0.6, 3.4], [0.7, 0.5, 0.4], [0.8, 0.0, 0.5], [-0.3, -0.8, -0.6], [-3.4, -0.2, -2.8], [-1.7, 1.1, 0.6], [0.0, 0.7, -0.2]]
}



(8)
{
  "formula": "C3H3NOS",
  "method": "ωB97M-V with the def2-TZVPD basis set",
  "e_above_lowest_ev": 2.655,
  "multiplicity": 3,
  "s_squared": 2.054,
  "gap_ev": [6.845, 6.233],
  "e_tot_ev": -17526.63723,
  "homo_ev": [-6.47, -8.85],
  "elements": ["C", "C", "C", "N", "O", "S", "H", "H", "H"],
  "coordinates": [[-0.085, -0.374, 0.042], [1.220, 0.093, 0.027], [1.991, 1.288, -0.085], [-0.003, -1.683, 0.005], [3.172, 1.462, 0.006], [1.696, -1.987, 0.015], [-1.119, 0.019, 0.040], [1.226, 2.152, -0.309], [-0.774, -2.184, -0.390]],
  "atomic_forces_ev_per_a": [[0.4, 4.3, -0.1], [-1.9, -0.7, 0.5], [-2.9, 1.8, -0.4], [1.9, -1.7, -0.2], [0.6, -0.3, 0.1], [-0.3, -2.2, -0.2], [0.9, 0.5, 0.1], [1.4, -0.5, 0.1], [-0.1, -1.1, 0.1]]
}



(9)
{
  "formula": "C3H3NOS2",
  "method": "ωB97M-V with the def2-TZVPD basis set",
  "e_above_lowest_ev": 4.426,
  "multiplicity": 1,
  "gap_ev": 8.332,
  "e_tot_ev": -28363.40844,
  "homo_ev": -8.67,
  "elements": ["C", "C", "C", "H", "H", "H", "N", "O", "S", "S"],
  "coordinates": [[0.926, 0.133, -0.030], [0.433, 1.369, -0.115], [-1.180, 0.300, -0.058], [1.883, -1.881, 0.306], [1.147, 2.298, 0.253], [-1.894, -1.807, 0.738], [-0.916, 1.520, -0.350], [-0.206, -0.568, -0.114], [2.543, -0.648, -0.327], [-2.735, -0.716, -0.302]],
  "atomic_forces_ev_per_a": [[1.3, 0.5, -1.1], [5.6, 6.6, 1.2], [-5.1, -2.0, -3.3], [1.9, 2.3, -1.3], [-2.1, -2.2, -1.8], [-2.5, 2.3, -2.5], [0.6, -0.8, 2.5], [0.7, -3.4, 1.0], [-3.4, -2.0, 2.1], [3.1, -1.3, 3.2]]
}



(10)
{
  "formula": "C3H3NOS2",
  "method": "ωB97M-V with the def2-TZVPD basis set",
  "e_above_lowest_ev": 3.676,
  "multiplicity": 1,
  "smiles": "C=NOC(=S)C=S",
  "gap_ev": 7.236,
  "e_tot_ev": -28364.15813,
  "homo_ev": -9.04,
  "elements": ["C", "C", "C", "H", "H", "H", "N", "O", "S", "S"],
  "coordinates": [[0.957, 0.393, 2.110], [-0.168, -0.586, -0.964], [-1.175, -0.001, -1.843], [0.224, 1.250, 2.244], [1.686, 0.195, 2.930], [-1.135, -0.522, -2.780], [0.951, -0.364, 1.119], [-0.138, 0.030, 0.208], [0.936, -1.692, -1.468], [-2.137, 1.297, -1.555]],
  "atomic_forces_ev_per_a": [[-0.8, 1.6, 1.5], [1.8, -0.3, 0.5], [-1.0, 1.0, 0.0], [0.9, -1.1, -0.2], [-0.5, 0.0, -1.0], [-0.4, -0.1, -0.6], [-0.6, -0.7, -1.4], [0.6, 0.3, 1.7], [-0.8, 0.3, -0.1], [0.9, -1.3, -0.2]]
}



(11)
{
  "formula": "C3H3NS",
  "method": "ωB97M-V with the def2-TZVPD basis set",
  "e_above_lowest_ev": 1.354,
  "multiplicity": 1,
  "gap_ev": 8.965,
  "e_tot_ev": -15482.40296,
  "homo_ev": -9.41,
  "elements": ["C", "C", "C", "N", "S", "H", "H", "H"],
  "coordinates": [[-0.674, -0.517, -0.531], [0.520, -1.051, -0.632], [0.029, 1.134, 0.835], [-0.954, 0.600, 0.216], [1.624, 0.520, 0.790], [-1.544, -0.925, -1.037], [1.154, -1.790, -1.048], [-0.154, 2.029, 1.407]],
  "atomic_forces_ev_per_a": [[-0.2, -0.2, -0.2], [1.8, 2.6, 2.4], [0.6, -0.2, 0.0], [-0.9, 0.5, 0.1], [-1.6, -2.4, -2.2], [0.2, -0.2, -0.1], [0.2, -0.4, -0.2], [0.0, 0.2, 0.2]]
}



(12)
{
  "formula": "C3H3NS",
  "method": "ωB97M-V with the def2-TZVPD basis set",
  "e_above_lowest_ev": 2.777,
  "multiplicity": 1,
  "smiles": "C#C/C=N\\S",
  "gap_ev": 8.908,
  "e_tot_ev": -15480.97978,
  "homo_ev": -8.94,
  "elements": ["C", "C", "C", "H", "H", "H", "N", "S"],
  "coordinates": [[0.304, 1.119, 0.017], [-0.759, 0.126, -0.209], [-1.574, -0.864, -0.133], [0.771, -1.209, 0.536], [0.062, 2.217, -0.028], [-2.343, -1.495, 0.075], [1.523, 0.859, -0.139], [2.017, -0.753, -0.118]],
  "atomic_forces_ev_per_a": [[-1.9, 1.2, -2.0], [-3.9, -4.5, 1.7], [5.8, 7.1, -0.6], [2.2, 0.1, -1.2], [-0.2, -1.2, 0.3], [-1.6, -1.6, 0.1], [1.5, -0.6, 0.6], [-1.8, -0.5, 1.1]]
}



(13)
{
  "formula": "C3H3NS",
  "method": "ωB97M-V with the def2-TZVPD basis set",
  "e_above_lowest_ev": 2.017,
  "multiplicity": 1,
  "smiles": "C#C/C=N/S",
  "gap_ev": 9.215,
  "e_tot_ev": -15481.74030,
  "homo_ev": -8.91,
  "elements": ["C", "C", "C", "H", "H", "H", "N", "S"],
  "coordinates": [[0.471, 0.434, 0.076], [1.875, 0.153, -0.048], [3.037, -0.224, -0.039], [-2.555, -1.129, 0.024], [0.181, 1.536, 0.154], [4.108, -0.307, -0.069], [-0.389, -0.475, 0.115], [-1.957, 0.066, -0.053]],
  "atomic_forces_ev_per_a": [[0.9, 2.4, 0.2], [1.6, -1.2, 0.6], [-1.4, 1.3, -0.2], [0.1, 0.0, 0.1], [0.5, -1.2, -0.4], [-0.4, -0.3, 0.0], [-0.4, -1.1, -0.6], [-0.9, 0.1, 0.3]]
}



(14)
{
  "formula": "C3H3NS2",
  "method": "ωB97M-V with the def2-TZVPD basis set",
  "e_above_lowest_ev": 6.125,
  "multiplicity": 1,
  "gap_ev": [5.630, 5.217],
  "e_tot_ev": -26313.16255,
  "homo_ev": [-8.87, -8.64],
  "elements": ["C", "C", "C", "N", "S", "S", "H", "H", "H"],
  "coordinates": [[0.865, 1.524, 0.255], [0.593, 0.384, -0.334], [0.150, -0.940, -0.278], [0.828, 2.626, 0.636], [-0.448, 1.399, -2.364], [-1.505, -1.048, 0.742], [0.677, -1.559, 0.496], [-0.005, -1.491, -1.177], [-1.155, -0.895, 2.025]],
  "atomic_forces_ev_per_a": [[0.1, 2.1, 1.4], [-2.9, 0.7, -5.8], [0.0, -1.8, 3.9], [0.6, 0.0, 0.5], [1.8, -1.7, 2.9], [-0.4, 0.3, -1.2], [0.4, 0.4, -1.0], [-0.2, 0.0, -0.6], [0.7, 0.0, -0.1]]
}



(15)
{
  "formula": "C3H3NS2",
  "method": "ωB97M-V with the def2-TZVPD basis set",
  "e_above_lowest_ev": 0.191,
  "multiplicity": 1,
  "smiles": "S=C1CC=NS1",
  "gap_ev": 8.321,
  "e_tot_ev": -26319.09687,
  "homo_ev": -8.76,
  "elements": ["C", "C", "C", "H", "H", "H", "N", "S", "S"],
  "coordinates": [[-0.718, 0.805, -0.594], [0.100, -0.535, -0.431], [0.700, -0.453, 0.895], [0.777, -0.725, -1.248], [-0.653, -1.345, -0.446], [1.262, -1.310, 1.267], [0.504, 0.570, 1.607], [-1.498, 1.278, -1.960], [-0.476, 1.715, 0.909]],
  "atomic_forces_ev_per_a": [[0.7, -0.2, -0.8], [-2.3, 1.1, -0.3], [0.6, -0.8, 0.3], [0.3, 0.1, -0.3], [0.3, 0.1, -0.1], [0.1, 0.3, 0.2], [0.5, -0.2, 1.2], [0.4, -0.3, 1.1], [-0.5, -0.2, -1.3]]
}



(16)
{
  "formula": "C3H3NS2",
  "method": "ωB97M-V with the def2-TZVPD basis set",
  "e_above_lowest_ev": 4.952,
  "multiplicity": 1,
  "gap_ev": 7.963,
  "e_tot_ev": -26314.33562,
  "homo_ev": -8.08,
  "elements": ["C", "C", "C", "N", "S", "S", "H", "H", "H"],
  "coordinates": [[-0.072, -1.404, -1.406], [-0.031, -0.537, 1.681], [-0.309, 0.958, -0.793], [-0.240, -0.246, -1.180], [0.609, 0.889, 2.158], [0.908, 1.665, 0.182], [0.562, -1.837, -2.156], [-0.147, -0.995, 2.695], [-1.278, 1.507, -1.182]],
  "atomic_forces_ev_per_a": [[-0.2, 0.1, 0.4], [0.1, 0.0, 1.8], [-3.0, 2.1, -0.5], [0.9, -1.7, -0.8], [-0.3, -0.5, -1.2], [0.6, 1.1, -0.1], [0.0, -0.1, -0.4], [-0.3, -0.3, -0.3], [2.2, -0.8, 1.1]]
}



(17)
{
  "formula": "C3H3NS2",
  "method": "ωB97M-V with the def2-TZVPD basis set",
  "e_above_lowest_ev": 5.177,
  "multiplicity": 1,
  "gap_ev": 7.627,
  "e_tot_ev": -26314.11072,
  "homo_ev": -7.61,
  "elements": ["C", "C", "C", "N", "S", "S", "H", "H", "H"],
  "coordinates": [[-0.297, -0.708, -1.550], [1.649, 0.703, 0.093], [-1.254, -0.188, 0.570], [-0.922, -0.361, -0.632], [1.254, 0.588, 1.646], [-0.838, 1.194, 1.563], [-0.343, -0.608, -2.693], [2.761, 0.378, 0.041], [-2.009, -0.998, 0.962]],
  "atomic_forces_ev_per_a": [[1.9, -0.8, -5.1], [2.1, 0.2, -0.3], [-3.6, -1.3, 3.0], [-0.2, 0.3, 0.9], [-0.7, 0.2, 0.2], [0.7, -0.6, -0.4], [-0.3, 0.0, 2.2], [-1.5, 0.2, 0.1], [1.6, 1.8, -0.5]]
}



(18)
{
  "formula": "C3H3NS3",
  "method": "ωB97M-V with the def2-TZVPD basis set",
  "e_above_lowest_ev": 2.066,
  "multiplicity": 1,
  "smiles": "N#C[C@H](C=S)SS",
  "gap_ev": 8.023,
  "e_tot_ev": -37153.37797,
  "homo_ev": -9.26,
  "elements": ["C", "C", "C", "N", "S", "S", "S", "H", "H", "H"],
  "coordinates": [[-2.161, 0.883, 0.094], [-1.033, 0.057, -0.059], [-0.997, -1.147, 0.662], [-3.143, 1.425, 0.256], [2.018, 0.683, 0.212], [-0.126, -2.451, 0.405], [0.201, 1.441, 0.553], [-0.681, -0.116, -0.994], [-1.800, -1.302, 1.511], [2.348, 1.250, -0.970]],
  "atomic_forces_ev_per_a": [[-0.8, -1.0, -0.6], [1.7, 2.7, 1.3], [-2.7, -2.7, 3.9], [-1.5, 1.3, 0.3], [0.7, -0.2, 0.1], [0.9, -0.4, -0.6], [-0.1, -0.4, 0.2], [0.6, -0.1, -3.2], [1.6, 0.9, -1.4], [-0.3, -0.1, 0.0]]
}



(19)
{
  "formula": "C3H3NdO2",
  "method": "ωB97M-V with the def2-TZVPD basis set",
  "e_above_lowest_ev": 2.247,
  "multiplicity": 5,
  "s_squared": 6.005,
  "gap_ev": [6.082, 6.310],
  "charge": 1,
  "e_tot_ev": -22518.94610,
  "homo_ev": [-11.61, -11.60],
  "elements": ["C", "C", "H", "H", "H", "O", "C", "Nd", "O"],
  "coordinates": [[-1.474, -0.286, 0.204], [-0.091, -0.065, -0.275], [-1.519, -0.409, 1.302], [-2.059, 0.616, -0.047], [-1.970, -1.134, -0.307], [0.898, -0.005, 0.952], [2.199, 0.321, 0.798], [1.435, 0.444, -2.226], [2.581, 0.519, -0.400]],
  "atomic_forces_ev_per_a": [[0.5, 0.0, 0.8], [2.4, 0.2, 1.9], [0.0, -0.1, -0.5], [0.1, -0.2, -0.1], [0.3, 0.4, 0.1], [-3.3, -0.2, -2.8], [0.8, 0.1, 1.2], [-0.3, -0.1, 0.2], [-0.6, -0.1, -0.8]]
}



(20)
{
  "formula": "C3H3O2",
  "method": "ωB97M-V with the def2-TZVPD basis set",
  "e_above_lowest_ev": 2.816,
  "multiplicity": 1,
  "gap_ev": 11.250,
  "charge": 1,
  "e_tot_ev": -7242.82899,
  "homo_ev": -17.43,
  "elements": ["C", "C", "C", "O", "O", "H", "H", "H"],
  "coordinates": [[-0.015, 0.150, -0.148], [-1.008, -0.534, 0.511], [1.137, -0.356, 0.480], [-0.557, -1.257, 1.485], [0.784, -1.073, 1.484], [-0.264, 0.744, -0.924], [-2.013, -0.431, 0.043], [2.212, -0.145, 0.347]],
  "atomic_forces_ev_per_a": [[1.2, -2.9, 2.8], [-0.6, 1.6, -2.4], [-0.6, 2.5, -1.3], [-1.7, -0.4, 0.4], [2.0, -1.4, 1.2], [0.2, 1.9, -2.5], [0.2, -0.9, 1.7], [-0.6, -0.4, 0.2]]
}